No. 1
Formula: C19H35Cl30F3IO5P
Source: the OMol25 dataset
Level of theory: wB97M-V/def2-TZVPD

Output
* Kohn-Sham gap: 8.4 eV
* charge: 0
* lowest unoccupied orbital energy: -0.600 eV

Bonds (Å) are listed after each position.
CARTESIAN COORDINATES (ANGSTROEM)
1 O 1.868 4.156 0.234  C2 1.348
2 C 1.355 3.126 0.938  O1 1.348, O3 1.471, O11 1.494
3 O 2.143 1.981 1.422  C2 1.471, C4 1.499
4 C 2.752 1.243 0.268  O3 1.499, C5 1.669, H15 1.181, H16 1.170
5 C 3.769 0.125 0.976  C4 1.669, O6 1.501, C7 1.644, H17 1.188
6 O 4.429 0.876 2.095  C5 1.501, H18 1.019
7 C 2.960 -1.115 1.689  C5 1.644, F8 1.511, F9 1.481, F10 1.493
8 F 3.392 -1.175 3.135  C7 1.511
9 F 3.288 -2.350 0.940  C7 1.481
10 F 1.474 -0.961 1.676  C7 1.493
11 O -0.099 3.177 1.275  C2 1.494, P12 1.760
12 P -0.636 1.501 1.246  O11 1.760, O13 1.776, I14 2.494
13 O -1.206 1.085 2.876  P12 1.776, H19 1.009
14 I -2.548 1.224 -0.331  P12 2.494
15 H 3.386 1.951 -0.433  C4 1.181
16 H 1.916 0.756 -0.390  C4 1.170
17 H 4.626 -0.225 0.231  C5 1.188
18 H 4.880 1.683 1.668  O6 1.019
19 H -0.461 0.596 3.350  O13 1.009
20 C -0.408 4.959 -2.404  Cl21 1.768, Cl22 1.768, H23 1.093, H24 1.093
21 Cl 0.400 3.387 -2.436  C20 1.768
22 Cl -2.030 4.854 -3.100  C20 1.768
23 H -0.486 5.298 -1.369  C20 1.093
24 H 0.181 5.674 -2.983  C20 1.093
25 C 3.204 -4.044 -1.705  Cl26 1.768, Cl27 1.768, H28 1.093, H29 1.093
26 Cl 1.622 -4.095 -2.491  C25 1.768
27 Cl 4.458 -3.517 -2.834  C25 1.768
28 H 3.163 -3.345 -0.867  C25 1.093
29 H 3.452 -5.044 -1.340  C25 1.093
30 C 3.215 4.966 -4.827  Cl31 1.768, Cl32 1.768, H33 1.093, H34 1.093
31 Cl 2.494 6.127 -3.706  C30 1.768
32 Cl 2.356 3.422 -4.783  C30 1.768
33 H 3.167 5.372 -5.840  C30 1.093
34 H 4.258 4.800 -4.545  C30 1.093
35 C -2.480 -2.807 0.884  Cl36 1.768, Cl37 1.768, H38 1.093, H39 1.093
36 Cl -2.124 -1.356 1.830  C35 1.768
37 Cl -3.733 -2.488 -0.322  C35 1.768
38 H -1.570 -3.132 0.374  C35 1.093
39 H -2.827 -3.594 1.558  C35 1.093
40 C -6.019 -2.336 -3.649  Cl41 1.768, Cl42 1.768, H43 1.093, H44 1.093
41 Cl -7.454 -1.813 -4.540  C40 1.768
42 Cl -5.589 -1.167 -2.394  C40 1.768
43 H -6.224 -3.302 -3.180  C40 1.093
44 H -5.183 -2.433 -4.346  C40 1.093
45 C 6.999 -6.018 -2.655  Cl46 1.768, Cl47 1.768, H48 1.093, H49 1.093
46 Cl 5.656 -6.483 -1.603  C45 1.768
47 Cl 8.553 -6.278 -1.855  C45 1.768
48 H 6.962 -6.621 -3.566  C45 1.093
49 H 6.902 -4.960 -2.910  C45 1.093
50 C -2.180 4.102 3.996  Cl51 1.768, Cl52 1.768, H53 1.093, H54 1.093
51 Cl -3.614 4.625 3.105  C50 1.768
52 Cl -1.750 5.271 5.251  C50 1.768
53 H -2.384 3.137 4.464  C50 1.093
54 H -1.344 4.005 3.299  C50 1.093
55 C 9.375 -10.362 -2.603  Cl56 1.768, Cl57 1.768, H58 1.093, H59 1.093
56 Cl 7.878 -9.474 -2.911  C55 1.768
57 Cl 10.745 -9.602 -3.423  C55 1.768
58 H 9.567 -10.375 -1.528  C55 1.093
59 H 9.264 -11.385 -2.971  C55 1.093
60 C -6.163 7.409 4.309  Cl61 1.768, Cl62 1.768, H63 1.093, H64 1.093
61 Cl -5.807 8.860 5.254  C60 1.768
62 Cl -7.416 7.727 3.103  C60 1.768
63 H -5.253 7.084 3.799  C60 1.093
64 H -6.510 6.621 4.982  C60 1.093
65 C 6.934 -2.895 0.091  Cl66 1.768, Cl67 1.768, H68 1.093, H69 1.093
66 Cl 5.659 -4.106 0.273  C65 1.768
67 Cl 6.298 -1.262 0.331  C65 1.768
68 H 7.714 -3.085 0.832  C65 1.093
69 H 7.354 -2.969 -0.915  C65 1.093
70 C 1.724 5.374 5.226  Cl71 1.768, Cl72 1.768, H73 1.093, H74 1.093
71 Cl 2.170 3.682 5.477  C70 1.768
72 Cl 3.085 6.449 5.569  C70 1.768
73 H 1.417 5.510 4.186  C70 1.093
74 H 0.895 5.626 5.891  C70 1.093
75 C -5.566 5.986 7.947  Cl76 1.768, Cl77 1.768, H78 1.093, H79 1.093
76 Cl -7.149 5.935 7.161  C75 1.768
77 Cl -4.312 6.513 6.818  C75 1.768
78 H -5.607 6.685 8.785  C75 1.093
79 H -5.318 4.986 8.313  C75 1.093
80 C -6.932 -4.025 -7.933  Cl81 1.768, Cl82 1.768, H83 1.093, H84 1.093
81 Cl -8.275 -4.490 -6.881  C80 1.768
82 Cl -5.377 -4.284 -7.133  C80 1.768
83 H -6.969 -4.628 -8.844  C80 1.093
84 H -7.029 -2.966 -8.188  C80 1.093
85 C -1.848 -6.287 2.825  Cl86 1.768, Cl87 1.768, H88 1.093, H89 1.093
86 Cl -2.064 -4.740 3.652  C85 1.768
87 Cl -2.291 -6.164 1.118  C85 1.768
88 H -0.800 -6.587 2.900  C85 1.093
89 H -2.481 -7.038 3.304  C85 1.093
90 C -6.694 1.766 -4.066  Cl91 1.768, Cl92 1.768, H93 1.093, H94 1.093
91 Cl -8.128 2.289 -4.957  C90 1.768
92 Cl -6.264 2.935 -2.811  C90 1.768
93 H -6.898 0.800 -3.597  C90 1.093
94 H -5.858 1.669 -4.763  C90 1.093

=====

No. 2
Formula: C19H35Cl4N9O14
Source: the OMol25 dataset
Level of theory: wB97M-V/def2-TZVPD

Output
* SMILES string: C[N+](=O)[O-].C[N+](=O)[O-].C[N+](=O)[O-].C[N+](=O)[O-].C[N+](=O)[O-].C[N+](=O)[O-].C[N+](=O)[O-].c1ccncc1.c1ccncc1.ClCCl.ClCCl
* Kohn-Sham gap: 9.6 eV
* charge: 0
* lowest unoccupied orbital energy: -0.099 eV

Bonds (Å) are listed after each position.
CARTESIAN COORDINATES (ANGSTROEM)
1 C -0.368 -21.422 29.007  N2 1.500, H5 1.090, H6 1.090, H7 1.090
2 N -1.595 -22.283 29.082  C1 1.500, O3 1.198, O4 1.228
3 O -1.878 -22.971 28.143  N2 1.198
4 O -2.211 -22.287 30.144  N2 1.228
5 H 0.334 -21.794 28.261  C1 1.090
6 H 0.100 -21.320 29.986  C1 1.090
7 H -0.649 -20.429 28.657  C1 1.090
8 C -16.755 -28.898 32.657  N9 1.490, H12 1.090, H13 1.090, H14 1.090
9 N -16.954 -28.918 31.180  C8 1.490, O10 1.247, O11 1.261
10 O -16.790 -27.824 30.606  N9 1.247
11 O -17.311 -30.017 30.675  N9 1.261
12 H -17.315 -28.055 33.062  C8 1.090
13 H -15.715 -28.916 32.982  C8 1.090
14 H -17.309 -29.703 33.140  C8 1.090
15 C -12.441 -30.614 25.703  N16 1.510, H19 1.090, H20 1.090, H21 1.090
16 N -12.274 -30.699 27.202  C15 1.510, O17 1.260, O18 1.186
17 O -12.614 -31.817 27.674  N16 1.260
18 O -11.908 -29.736 27.788  N16 1.186
19 H -13.489 -30.511 25.419  C15 1.090
20 H -11.944 -31.415 25.157  C15 1.090
21 H -12.004 -29.646 25.459  C15 1.090
22 C -14.878 -21.450 31.873  N23 1.515, H26 1.090, H27 1.090, H28 1.090
23 N -14.111 -20.493 32.762  C22 1.515, O24 1.218, O25 1.250
24 O -12.964 -20.206 32.469  N23 1.218
25 O -14.694 -20.011 33.757  N23 1.250
26 H -15.656 -20.867 31.381  C22 1.090
27 H -15.278 -22.228 32.523  C22 1.090
28 H -14.146 -21.841 31.166  C22 1.090
29 C -8.266 -25.871 33.297  N30 1.541, H33 1.090, H34 1.090, H35 1.090
30 N -9.378 -25.496 34.296  C29 1.541, O31 1.245, O32 1.269
31 O -9.107 -25.203 35.475  N30 1.245
32 O -10.596 -25.548 33.944  N30 1.269
33 H -7.932 -26.895 33.468  C29 1.090
34 H -7.502 -25.106 33.438  C29 1.090
35 H -8.667 -25.877 32.284  C29 1.090
36 C -14.851 -22.901 39.411  N37 1.489, H40 1.090, H41 1.090, H42 1.090
37 N -16.197 -23.161 38.832  C36 1.489, O38 1.207, O39 1.204
38 O -17.087 -22.421 39.173  N37 1.207
39 O -16.343 -24.062 38.047  N37 1.204
40 H -14.160 -23.714 39.188  C36 1.090
41 H -14.970 -23.006 40.489  C36 1.090
42 H -14.505 -21.892 39.188  C36 1.090
43 C -0.090 -25.269 35.892  N44 1.521, H47 1.090, H48 1.090, H49 1.090
44 N -1.010 -24.748 36.986  C43 1.521, O45 1.241, O46 1.203
45 O -2.072 -24.218 36.624  N44 1.241
46 O -0.695 -24.965 38.127  N44 1.203
47 H -0.596 -25.620 34.994  C43 1.090
48 H 0.460 -26.102 36.329  C43 1.090
49 H 0.649 -24.502 35.659  C43 1.090
50 C -11.147 -32.291 37.190  C51 1.402, C55 1.383, H56 1.080
51 C -12.002 -32.776 38.191  C50 1.402, C52 1.387, H57 1.080
52 C -13.074 -33.614 37.922  C51 1.387, N53 1.379, H58 1.080
53 N -13.317 -34.013 36.624  C52 1.379, C54 1.377
54 C -12.501 -33.492 35.645  N53 1.377, C55 1.400, H59 1.080
55 C -11.466 -32.577 35.876  C50 1.383, C54 1.400, H60 1.080
56 H -10.334 -31.641 37.478  C50 1.080
57 H -11.837 -32.509 39.224  C51 1.080
58 H -13.730 -34.011 38.683  C52 1.080
59 H -12.681 -33.710 34.603  C54 1.080
60 H -10.996 -32.257 34.958  C55 1.080
61 C -6.066 -33.420 26.027  C62 1.422, C66 1.375, H67 1.080
62 C -6.475 -34.336 27.035  C61 1.422, C63 1.415, H68 1.080
63 C -6.544 -33.875 28.371  C62 1.415, N64 1.371, H69 1.080
64 N -6.222 -32.596 28.746  C63 1.371, C65 1.381
65 C -5.834 -31.759 27.718  N64 1.381, C66 1.394, H70 1.080
66 C -5.805 -32.113 26.370  C61 1.375, C65 1.394, H71 1.080
67 H -5.950 -33.791 25.019  C61 1.080
68 H -6.805 -35.338 26.803  C62 1.080
69 H -6.922 -34.447 29.205  C63 1.080
70 H -5.586 -30.771 28.076  C65 1.080
71 H -5.574 -31.438 25.560  C66 1.080
72 Cl -7.799 -17.498 37.673  C73 1.804
73 C -8.478 -19.143 37.968  Cl72 1.804, Cl74 1.780, H75 1.090, H76 1.090
74 Cl -8.933 -19.319 39.680  C73 1.780
75 H -9.346 -19.268 37.320  C73 1.090
76 H -7.702 -19.891 37.807  C73 1.090
77 Cl -7.444 -26.228 22.353  C78 1.794
78 C -6.559 -25.221 23.545  Cl77 1.794, Cl79 1.740, H80 1.090, H81 1.090
79 Cl -7.454 -25.009 25.023  C78 1.740
80 H -5.670 -25.788 23.820  C78 1.090
81 H -6.373 -24.220 23.156  C78 1.090